# 1
The following is a quantum chemistry calculation of a cluster of 2 separate species, C2H2I2S2 in total in a non-equilibrium geometry, from the Open Molecules 2025 dataset.

Each line ends with the natural charge from an NBO analysis.
CARTESIAN COORDINATES (ANGSTROEM)
S 0.0809 2.0203 -2.3784  0.222
C 0.8795 1.1035 -1.4378  -0.163
C 1.7647 0.6209 -0.6277  -0.433
S 2.2205 1.3453 0.9205  0.104
I 2.7319 -1.2932 -1.2853  0.157
H 2.3792 0.1549 1.4818  0.136
I -2.6588 0.1784 -0.4319  -0.113
H -2.2122 1.1539 -1.5866  0.091

Results
Structure (SMILES): S=C=C(S)I.I
HOMO, eV: -8.47
Frontier orbital gap, eV: 6.9
E, eV: -39976.0185
Total charge: 0

---

# 2
The following is a quantum chemistry calculation of a structure of composition C2H2I4 in a non-equilibrium geometry, from the Open Molecules 2025 dataset.

Each line ends with the natural charge from an NBO analysis.
CARTESIAN COORDINATES (ANGSTROEM)
C 0.9131 0.5272 -0.7203  -0.567
C 2.3097 -2.7674 0.5134  -0.796
I 2.1021 1.1538 0.7641  0.210
I 1.5213 -3.9472 2.0508  0.235
I 4.0056 -1.8086 1.1505  0.286
I 2.3827 -3.7565 -1.2977  0.265
H 0.0711 0.1458 -0.3667  0.164
H 1.1858 0.5001 -1.7747  0.203

Results
HOMO (spin up / spin down), eV: -8.37 / -7.91
Frontier orbital gap (spin up / spin down), eV: 7.7 / 6.3
E, eV: -34504.4239
Total charge: 0

---

# 3
The following is a quantum chemistry calculation of the molecule C2H2IN2PS in a non-equilibrium geometry, from the Open Molecules 2025 dataset.

Each line ends with the natural charge from an NBO analysis.
CARTESIAN COORDINATES (ANGSTROEM)
P 2.2583 0.7291 0.0197  0.373
C 0.5699 0.1378 0.1280  -0.158
N -0.0204 -0.8840 0.6089  -0.253
N -1.2725 -0.9620 0.4566  -0.300
C -1.8858 -0.0128 -0.1612  -0.165
I -3.8708 0.0207 -0.6976  0.252
S -0.7789 1.2204 -0.7231  0.272
H 2.5897 -0.2447 -0.7803  -0.022
H 2.4106 -0.0043 1.1489  0.001

Results
Structure (SMILES): Pc1nnc(I)s1
HOMO, eV: -9.58
Frontier orbital gap, eV: 9.6
E, eV: -33308.6957
Total charge: 0

---

# 4
The following is a quantum chemistry calculation of a structure of composition C2H2IN2PS in a non-equilibrium geometry, from the Open Molecules 2025 dataset.

Each line ends with the natural charge from an NBO analysis.
CARTESIAN COORDINATES (ANGSTROEM)
C 1.0807 -0.2363 -0.5364  -0.019
C -2.2167 -0.7775 0.3961  -0.095
N 0.0244 -0.6187 -0.1791  0.038
N -0.9997 -1.1654 0.1463  -0.356
P 2.6662 0.3700 -0.0595  0.340
S -3.4090 -1.5804 0.9662  0.116
I -2.4517 1.4431 0.1549  -0.068
H 2.1949 1.7026 0.4180  0.035
H 3.1109 0.8626 -1.3064  0.010

Results
HOMO, eV: -8.54
Frontier orbital gap, eV: 7.5
E, eV: -33307.2042
Total charge: 0

---

# 5
The following is a quantum chemistry calculation of the molecule C2H2IN3 in a non-equilibrium geometry, from the Open Molecules 2025 dataset.

Each line ends with the natural charge from an NBO analysis.
CARTESIAN COORDINATES (ANGSTROEM)
C -0.6128 0.7028 -0.0224  -0.359
C 0.6481 0.1808 0.4496  -0.094
N 0.1296 -1.9547 0.6540  0.041
N -0.4147 -1.6865 -0.3479  0.010
N -0.2036 -0.4458 -0.8270  -0.323
I 2.5658 0.8787 0.0588  0.231
H -1.6025 0.6690 0.6138  0.240
H -0.5099 1.6556 -0.5789  0.254

Results
HOMO (spin up / spin down), eV: -9.14 / -9.10
Frontier orbital gap (spin up / spin down), eV: 8.6 / 7.9
E, eV: -14670.5351
Total charge: 0

---

# 6
The following is a quantum chemistry calculation of a cluster of 2 separate species, C2H2INO2 in total in a non-equilibrium geometry, from the Open Molecules 2025 dataset.

Each line ends with the natural charge from an NBO analysis.
CARTESIAN COORDINATES (ANGSTROEM)
C 1.3009 1.9240 0.7682  -0.254
C 2.0900 1.2007 0.2486  -0.266
I 3.6003 -0.1420 -0.1554  0.271
H 0.3647 2.3530 1.1102  0.248
O -2.0848 -0.7024 -1.0050  -0.288
N -1.3841 -1.0769 -0.0921  0.344
O -2.0394 -1.8495 0.8110  -0.556
H -1.4754 -2.3557 1.5095  0.502

Results
Structure (SMILES): C#CI.O=NO
HOMO, eV: -9.72
Frontier orbital gap, eV: 9.9
E, eV: -15786.4271
Total charge: 0

---

# 7
The following is a quantum chemistry calculation of a structure of composition C2H2INO2S in a non-equilibrium geometry, from the Open Molecules 2025 dataset.

Each line ends with the Löwdin spin population.
CARTESIAN COORDINATES (ANGSTROEM)
C -0.1261 -1.1581 0.0681  0.072
C -1.2650 -0.6359 0.2684  0.186
N 0.7985 -1.9271 -0.1223  0.050
O 1.3915 2.5287 0.5300  0.560
O -0.1404 1.5228 -1.0504  0.358
S 0.4909 1.4204 0.2655  0.659
I 2.4992 -1.0632 -0.6381  0.107
H -1.7489 -0.2734 1.2451  0.006
H -1.8996 -0.4141 -0.5664  0.002

Results
⟨S²⟩: 2.02
HOMO (spin up / spin down), eV: -7.51 / -9.85
Frontier orbital gap (spin up / spin down), eV: 6.8 / 5.8
E, eV: -26621.1035
2S+1: 3
Total charge: 0

---

# 8
The following is a quantum chemistry calculation of a structure of composition C2H2InLiO2 in a non-equilibrium geometry, from the Open Molecules 2025 dataset.

Each line ends with the Löwdin spin population.
CARTESIAN COORDINATES (ANGSTROEM)
C 1.0698 0.3903 0.5405  0.207
C -0.1220 0.6148 -0.1217  0.306
O -0.8618 -0.4604 -0.5423  0.112
O 1.6603 -0.7841 0.5355  0.338
H 1.5074 1.2704 -0.1679  0.005
In -2.6931 -0.6905 -0.5137  0.018
Li 0.0985 -1.8945 0.1899  0.003
H -0.6590 1.5541 0.0797  0.011

Results
⟨S²⟩: 0.76
HOMO (spin up / spin down), eV: -13.57 / -13.95
Frontier orbital gap (spin up / spin down), eV: 8.7 / 7.6
E, eV: -11570.8869
2S+1: 2
Total charge: +1

---

# 9
The following is a quantum chemistry calculation of a structure of composition C2H2IrO4 in a non-equilibrium geometry, from the Open Molecules 2025 dataset.

Each line ends with the Löwdin spin population.
CARTESIAN COORDINATES (ANGSTROEM)
O 1.3358 -0.3743 1.4806  0.316
C 1.6767 -0.2824 0.2223  0.014
O 2.2253 0.7504 -0.2359  0.142
O 1.0094 -1.0965 -0.5579  0.349
C -1.5145 0.6454 -0.4855  0.670
O -1.5718 -0.0417 0.5222  0.614
Ir -0.2215 -1.5275 0.9127  2.780
H -1.9147 1.6743 -0.4617  0.060
H -1.0247 0.2523 -1.3969  0.055

Results
⟨S²⟩: 8.77
HOMO (spin up / spin down), eV: -6.51 / -10.38
Frontier orbital gap (spin up / spin down), eV: 4.0 / 6.7
E, eV: -13126.4708
2S+1: 6
Total charge: 0

---

# 10
The following is a quantum chemistry calculation of a structure of composition C2H2Li2O2Rb in a non-equilibrium geometry, from the Open Molecules 2025 dataset.

Each line ends with the Löwdin spin population.
CARTESIAN COORDINATES (ANGSTROEM)
O 1.1963 0.9480 0.3252  0.334
C 0.1349 0.5510 -0.4051  0.182
C -0.9849 -0.0125 0.1324  0.195
Li 3.4196 1.4405 2.2162  0.010
Li 2.4341 -0.8530 1.5837  0.003
H 0.2402 0.5765 -1.5024  0.004
H -1.0635 0.0144 1.2406  0.005
Rb -3.4733 -1.9628 -3.0765  -0.007
O -1.9034 -0.7022 -0.5141  0.275

Results
⟨S²⟩: 0.77
HOMO (spin up / spin down), eV: -3.33 / -3.30
Frontier orbital gap (spin up / spin down), eV: 1.4 / 1.5
E, eV: -7262.1805
2S+1: 2
Total charge: 0